No. 1
DFT (wB97M-V/def2-TZVPD) results for a 2-piece molecular cluster, C4H9NOS overall.

Positions of all 16 atoms, in Å:
C 1.24177 -0.62140 -0.54093
C 1.78400 -1.81536 -0.58741
C 0.30219 -1.83697 -0.70968
C 2.30490 1.44014 0.85241
N -3.16800 0.17978 -0.74988
O 0.03979 1.75480 -0.59839
S 1.37284 1.19096 -0.75972
H -2.26808 0.16866 -1.21145
H 2.62770 -2.32567 -0.18154
H -0.32405 -2.09578 0.18606
H -0.08574 -2.18812 -1.58840
H 1.64584 1.88343 1.57941
H 2.48291 0.40666 1.15659
H 3.29208 1.78282 0.68274
H -2.84835 0.24740 0.19593
H -3.51826 1.13807 -0.98970

Cartesian forces (eV/Å) of the 6 atoms listed first:
C -0.34 -0.65 -1.61
C -0.04 1.59 1.53
C 0.41 0.76 3.27
C -0.75 -2.34 -0.74
N -0.19 1.21 -0.80
O -0.98 0.47 0.10

Calculated values
E_HOMO = -9.25 eV
gap between HOMO and LUMO = 9.665 eV
charge = 0
energy relative to the best compared isomer or geometry (same formula, charge and spin) = 5.1689 eV

No. 2
DFT (wB97M-V/def2-TZVPD) results for a 2-piece molecular cluster, C4H9NOS overall.

Positions of all 16 atoms, in Å:
C -0.92920 1.29600 -1.81652
C -0.16796 2.58086 -2.10873
C -0.38434 -2.37777 3.62464
C -0.52270 -2.11481 2.34973
N 0.24407 1.65965 -1.07491
O 1.57785 0.06249 -2.50939
S 1.54868 0.67468 -1.05487
H -1.94494 1.45623 -1.28871
H -0.94267 0.33993 -2.40600
H 0.38510 2.66314 -2.97258
H -0.49890 3.55676 -1.65529
H 0.94469 -0.66868 -2.63794
H -1.22752 -2.52942 4.23241
H 0.64477 -2.33561 4.03060
H -1.42507 -2.10768 1.76130
H 0.31878 -1.69583 1.67592

Cartesian forces (eV/Å) of the 6 atoms listed first:
C -2.51 0.40 0.97
C -1.13 0.23 2.00
C 1.80 0.43 -0.24
C 1.47 1.50 -2.65
N -0.78 0.14 0.57
O 0.11 -1.35 -2.71

Calculated values
E_HOMO = -8.43 eV
gap between HOMO and LUMO = 8.965 eV
charge = 0
SMILES = OSN1CC1.C=C
energy relative to the best compared isomer or geometry (same formula, charge and spin) = 4.5306 eV

no.,F_max (eV Å⁻¹)
1,3.38
2,3.38